This record from OMol25 describes a cluster of 2 separate species, CH3NOS in total. The level of theory is wB97M-V/def2-TZVPD.

Output
Lowest unoccupied orbital energy (alpha / beta) (hartree): -0.001 / -0.001
HOMO level (alpha / beta) (eV): -8.941 / -8.936
Gap between HOMO and LUMO (alpha / beta) (eV): 8.90 / 8.90
Relative energy (zero: lowest compared OMol25 entry of this formula, charge and spin) (eV): 3.969

```
7
Properties=species:S:1:pos:R:3:mulliken_charge:R:1
H -0.725 -1.601 -0.168 0.130
H 0.676 0.789 -0.933 0.257
H 0.691 1.070 0.784 0.278
O -3.465 -0.702 -0.195 -0.262
N 0.202 0.619 -0.023 -0.499
C -2.320 -0.459 -0.200 0.004
S -1.467 1.098 0.166 0.092
```

***

This record from OMol25 describes a structure of composition C5H2O. The level of theory is wB97M-V/def2-TZVPD.

Output
Lowest unoccupied orbital energy (alpha / beta) (hartree): -0.036 / -0.036
HOMO level (alpha / beta) (eV): -9.533 / -9.533
Gap between HOMO and LUMO (alpha / beta) (eV): 8.55 / 8.55
Relative energy (zero: lowest compared OMol25 entry of this formula, charge and spin) (eV): 3.086

```
8
Properties=species:S:1:pos:R:3:mulliken_charge:R:1
C 0.588 1.572 -0.052 -0.275
C 1.257 0.657 -1.059 -0.472
C 1.270 -0.304 -0.062 0.086
H -2.132 0.456 0.564 0.336
C -1.348 -0.237 0.210 -0.086
C 0.025 0.303 0.222 0.499
H 1.914 -1.085 0.340 0.342
O -1.574 -1.362 -0.163 -0.431
```

***

This record from OMol25 describes a cluster of 4 separate species, C25H58F3N4O2 in total. The level of theory is wB97M-V/def2-TZVPD.

Output
Lowest unoccupied orbital energy (hartree): -0.154
HOMO level (eV): -12.213
Gap between HOMO and LUMO (eV): 8.03
Total charge: +1

```
92
Properties=species:S:1:pos:R:3:mulliken_charge:R:1
H -2.790 -2.878 1.786 0.216
H -5.484 -3.643 -4.264 0.340
C -5.890 -4.936 1.518 -1.452
C 1.622 1.734 2.468 -0.338
O -6.052 -0.451 -1.146 -0.332
C -1.472 1.744 2.097 -0.615
H 0.708 -0.112 1.859 0.224
H 6.292 7.711 -2.460 0.301
H 2.577 3.665 2.689 0.490
C 3.882 6.496 -3.235 -0.765
H -6.098 -4.815 -3.082 0.291
C 4.670 -1.463 3.196 -1.036
F -7.709 0.550 -0.034 -0.245
C 3.321 -4.028 0.808 -0.491
H -2.361 2.205 1.656 0.433
H -1.072 2.472 2.804 0.320
F -7.485 -1.595 0.138 -0.228
H 5.761 5.816 -4.002 0.367
C 5.268 5.885 -3.030 -0.356
H 5.180 4.860 -2.659 0.255
C 3.323 -2.517 0.577 -0.032
H -5.485 -0.570 0.855 0.381
H 1.028 1.848 3.380 0.311
H -4.237 -2.046 2.057 0.217
H -1.043 0.003 3.342 0.354
H -3.488 -2.364 -2.645 0.362
H -5.276 -5.711 1.954 0.374
C 6.154 6.695 -2.086 -1.196
C -5.556 -4.707 0.052 -0.082
H 2.063 7.036 -2.237 0.403
H 7.138 6.235 -1.994 0.375
C -5.236 -4.519 -3.673 -0.693
H -0.913 0.779 0.254 0.107
H -6.914 -5.290 1.557 0.427
C 2.021 4.255 -2.095 -1.001
H -6.137 -3.860 -0.299 0.098
H 2.526 1.194 2.761 0.030
C 2.017 3.108 1.937 -1.192
O -4.096 -4.300 -2.847 -0.412
H 5.726 6.757 -1.084 0.282
C 3.028 6.596 -1.970 -0.890
H -3.087 -0.489 -0.174 0.115
H 2.648 3.013 1.051 0.225
H -2.630 0.715 3.610 0.442
H 6.401 -1.581 1.937 0.374
H 2.215 5.470 -0.340 0.255
N -3.888 -1.015 -0.511 -0.050
H 3.348 5.914 -3.992 0.303
C 4.695 -1.848 0.673 -0.792
H 1.047 4.651 -2.391 0.285
C 2.787 5.270 -1.251 -0.142
H 3.766 -4.620 -1.232 0.300
H -5.870 -4.030 2.106 0.254
N -4.121 -4.564 -0.233 -0.421
H 2.906 -2.310 -0.414 0.416
H 3.492 7.297 -1.271 0.335
H -2.333 -0.243 2.154 -0.173
H -5.892 -5.591 -0.477 0.502
H 2.640 -2.049 1.293 -0.141
H -4.819 0.758 -0.054 0.486
H 1.851 3.335 -1.530 0.163
C -1.888 0.480 2.845 -0.700
H 2.287 -4.383 0.769 0.364
H -4.982 -5.323 -4.344 0.283
H 5.236 -1.608 4.116 0.404
H 4.090 -5.871 -0.031 0.382
H 5.334 -2.209 -0.137 0.334
C -7.330 -0.545 -0.705 0.904
H 5.194 -4.514 -0.195 0.287
H 1.507 0.744 0.565 0.418
H -3.756 -5.315 -0.791 0.342
H 4.516 -0.390 3.063 0.178
C 4.142 -4.799 -0.223 -1.242
C 0.870 0.888 1.443 -0.333
H 1.144 3.706 1.669 0.270
N -3.709 -3.332 -0.758 0.482
F -8.121 -0.733 -1.759 -0.241
H 3.694 -1.933 3.334 0.262
C -3.754 -2.304 0.064 -0.280
H -0.288 2.401 0.431 0.260
H 5.602 -3.116 2.175 0.249
C -0.465 1.473 0.980 -0.397
H -5.138 -2.665 -2.191 0.364
H 3.996 7.499 -3.656 0.403
H 3.686 -4.257 1.812 0.268
H 2.569 3.985 -2.999 0.339
H 4.570 -0.774 0.499 0.361
C -4.143 -3.092 -2.188 -0.498
C -5.083 -0.288 -0.114 -0.551
C 5.418 -2.053 2.003 -0.447
N -3.600 -2.435 1.391 -0.087
H 3.736 4.835 -0.927 0.282
```

***

This record from OMol25 describes a cluster of 19 separate species, C8H42BrF3IN2O18 in total. The level of theory is wB97M-V/def2-TZVPD.

Output
Lowest unoccupied orbital energy (hartree): -0.210
HOMO level (eV): -12.081
Gap between HOMO and LUMO (eV): 6.36
Total charge: +1

```
75
Properties=species:S:1:pos:R:3:mulliken_charge:R:1
O 6.358 -0.115 0.299 -0.599
H 1.821 0.423 -6.736 0.316
H -1.400 3.465 -1.546 0.297
C 3.447 3.080 0.800 -0.165
O -5.197 -1.100 4.555 -0.587
H -0.919 2.900 3.669 0.308
H -0.844 -0.524 -0.103 0.328
H 3.176 -6.207 -0.204 0.325
O -0.813 2.168 3.043 -0.648
O -5.454 -3.937 6.446 -0.611
H 1.401 1.785 1.507 0.406
H -5.295 -3.161 5.888 0.299
C 2.298 1.891 0.764 -0.296
H 2.206 -7.386 -0.193 0.318
H -6.419 -3.969 6.532 0.310
H -0.121 -2.129 -3.283 0.302
H 5.566 -3.521 -0.724 0.292
N 3.764 1.094 -1.321 -0.016
F -1.809 -0.369 -2.733 -0.311
H -4.613 -0.367 0.945 0.365
H 6.349 0.698 0.826 0.318
H -4.230 0.541 2.668 0.326
O -0.062 4.983 -5.322 -0.628
H 6.440 6.392 -1.990 0.243
O -7.535 -4.988 4.962 -0.603
O 5.482 -3.101 -1.593 -0.559
H -1.245 -2.937 -2.638 0.309
C 2.570 0.803 -0.483 0.809
H -4.122 -2.644 -1.643 0.335
H -1.108 1.390 3.540 0.332
H -3.863 -1.481 0.218 0.243
H 3.419 -3.488 0.390 0.330
O -8.107 -1.848 6.502 -0.631
H 0.217 4.191 -4.839 0.309
H 5.571 -3.836 -2.218 0.285
C -0.530 0.284 -2.311 0.159
H 1.600 -1.163 -1.449 0.376
F 0.408 2.531 -3.352 -0.196
H -0.212 1.253 -0.272 0.328
O -3.157 -2.612 -1.730 -0.702
C 0.257 1.038 -3.337 0.062
C -0.086 0.173 -0.702 -0.252
H -2.103 2.166 -1.936 0.363
H -5.228 -1.122 3.586 0.294
H -7.251 -1.397 6.448 0.308
Br 6.002 4.597 -0.291 -0.072
F 0.987 0.281 -4.411 -0.219
I 4.148 -0.312 -2.850 0.320
H 6.629 7.902 -1.861 0.333
O 3.102 -7.136 -0.467 -0.622
H -2.998 -1.836 -2.288 0.381
O -4.384 1.389 3.112 -0.581
O 6.735 7.170 -2.487 -0.573
H 1.567 -1.027 0.433 0.311
H 1.972 5.718 -0.687 0.310
O 2.004 5.740 0.281 -0.549
H -7.954 -2.696 6.059 0.298
C 1.480 -0.403 -0.579 -0.703
H 1.556 -0.534 -7.896 0.322
O -0.280 -2.905 -2.725 -0.593
C 4.629 3.135 -0.314 -0.014
H -7.999 -5.338 4.187 0.281
O -2.256 3.014 -1.492 -0.607
O 4.037 -4.196 0.624 -0.637
O 2.225 0.072 -7.544 -0.636
O -3.964 -1.072 1.091 -0.604
H -0.527 4.633 -6.097 0.325
H 3.829 -4.392 1.550 0.307
H -5.661 -0.281 4.785 0.338
H 5.656 0.021 -0.354 0.303
H 3.386 3.920 1.624 0.416
H 1.540 6.559 0.512 0.286
H -3.528 1.840 3.058 0.277
H -7.255 -5.781 5.445 0.318
N 4.697 2.074 -1.344 -0.505
```

***

This record from OMol25 describes a structure of composition C21H24AsBeBr2N4O8Si2. The level of theory is wB97M-V/def2-TZVPD.

Output
Lowest unoccupied orbital energy (alpha / beta) (hartree): 0.055 / 0.039
HOMO level (alpha / beta) (eV): -5.888 / -3.917
Gap between HOMO and LUMO (alpha / beta) (eV): 7.39 / 4.99
Total charge: -1
Relative energy (zero: lowest compared OMol25 entry of this formula, charge and spin) (eV): 0.562

```
63
Properties=species:S:1:pos:R:3:mulliken_charge:R:1
C 5.429 1.245 2.781 -1.078
H 3.819 -4.173 3.391 0.347
O -3.172 -0.821 1.008 -0.407
C -1.692 -0.222 -2.462 0.757
O -3.393 -0.247 -5.674 -0.657
As 2.459 -0.289 2.157 -0.063
O -1.318 0.848 -0.007 -0.460
H -6.647 -0.918 3.989 0.465
H -6.335 3.702 -0.872 0.343
H -7.414 2.953 1.308 0.425
H 1.781 -2.763 -0.291 0.164
H -1.043 0.127 -5.900 0.498
O -4.244 -0.019 -3.619 -0.566
H -4.388 2.519 -1.745 0.354
C 3.308 2.906 1.198 -0.875
C 3.061 -3.362 3.263 -1.168
Si 3.320 -2.444 1.678 0.508
H 6.211 0.774 -0.059 0.368
N -4.157 1.236 -0.062 -0.025
H 5.188 -2.123 0.162 0.282
O -2.600 -0.636 -1.676 -0.519
C 0.421 0.059 -4.261 0.156
H 5.551 0.245 3.264 0.269
H 2.330 2.763 0.693 0.152
Br -8.038 1.397 3.924 -0.228
N -0.264 0.805 -0.788 0.875
N -3.300 -0.111 -4.408 0.894
C -6.628 0.756 2.772 -0.439
C 0.699 0.083 -2.881 -1.061
H 2.056 -3.893 3.274 0.289
C 5.172 -2.405 1.188 -1.147
H 1.712 0.067 -2.499 0.698
C 2.498 -3.447 0.234 -0.971
Br -4.835 -3.017 2.523 -0.156
H 2.994 3.378 2.174 0.285
C -0.865 0.020 -4.825 -0.448
C -0.392 0.210 -2.064 0.345
H 5.047 1.720 -0.907 0.415
H 5.849 -1.721 1.652 0.326
C -4.754 0.841 1.123 0.285
O 0.625 1.606 -0.485 -0.646
C -5.900 2.900 -0.273 -0.823
C -4.277 -0.383 1.606 0.878
Be -2.675 0.000 -0.243 -0.089
C -6.154 -0.490 3.156 -0.357
C 5.130 0.869 -0.220 -1.291
Si 4.151 1.246 1.409 0.590
H 3.151 -3.951 -0.510 0.325
O 2.683 0.434 -4.500 -0.613
C -4.798 2.229 -0.736 0.046
H 6.400 1.481 2.346 0.349
N 1.614 0.116 -5.030 0.984
C -6.516 2.533 0.940 -0.424
C -5.923 1.426 1.670 0.611
C -1.962 -0.153 -3.927 -0.446
H 3.967 3.606 0.684 0.336
H 5.656 -3.391 1.284 0.381
O 1.340 -0.083 -6.248 -0.634
H 5.233 1.946 3.699 0.283
H 4.795 0.068 -0.834 0.340
H 1.914 -4.209 0.792 0.307
H 3.135 -2.727 4.119 0.342
C -5.015 -1.114 2.548 -0.685
```

***

This record from OMol25 describes a cluster of 2 separate species, C4H12NS in total. The level of theory is wB97M-V/def2-TZVPD.

Output
Lowest unoccupied orbital energy (hartree): -0.130
HOMO level (eV): -13.090
Gap between HOMO and LUMO (eV): 9.56
Total charge: +1
Relative energy (zero: lowest compared OMol25 entry of this formula, charge and spin) (eV): 1.298

```
18
Properties=species:S:1:pos:R:3:mulliken_charge:R:1
S -0.762 -1.869 -3.034 -0.160
H 0.407 0.034 1.214 0.131
H 1.477 -1.405 -2.051 0.409
H -0.977 -1.118 -0.246 0.403
C -1.197 1.576 1.914 -0.503
H 1.237 -1.387 0.884 0.386
H -0.778 -0.598 -3.459 0.143
H -1.667 1.572 2.888 0.260
N 0.906 -0.510 0.481 -0.269
H -0.274 0.293 -1.062 0.421
H -1.739 1.064 1.125 0.297
H 0.521 -2.672 -1.251 0.383
H 0.385 2.876 2.418 0.251
C -0.065 2.232 1.674 -0.527
H 0.400 2.247 0.695 0.296
H 1.709 0.047 0.187 0.388
C -0.069 -0.701 -0.676 -0.543
C 0.485 -1.681 -1.700 -0.764
```

***

This record from OMol25 describes a structure of composition C11H16Cl2EuINO2P. The level of theory is wB97M-V/def2-TZVPD.

Output
Lowest unoccupied orbital energy (alpha / beta) (hartree): -0.336 / -0.403
HOMO level (alpha / beta) (eV): -14.928 / -14.894
Multiplicity: 7
<S²>: 12.0745
Gap between HOMO and LUMO (alpha / beta) (eV): 5.79 / 3.92
Total charge: +2
Relative energy (zero: lowest compared OMol25 entry of this formula, charge and spin) (eV): 5.398

```
35
Properties=species:S:1:pos:R:3:mulliken_charge:R:1
H -1.645 -5.020 2.372 0.435
C -1.259 -0.727 -2.323 -1.164
H -1.988 -0.935 0.974 0.421
C -1.983 -3.010 1.580 -0.939
H -0.493 1.633 -3.441 0.468
H -0.180 2.832 -2.132 0.368
C 0.692 -2.553 1.948 -0.070
C -1.374 -1.777 1.317 -0.050
I 4.916 -0.087 -0.164 -0.066
C 3.416 3.648 0.294 -1.103
Eu 2.111 0.402 0.390 0.926
Cl 1.493 -1.951 -0.909 -0.350
H 3.611 3.413 -0.766 0.372
C 0.155 -3.804 2.272 0.071
H 3.382 4.736 0.492 0.357
C 2.206 2.958 0.673 0.631
C -2.532 1.464 -1.163 -1.292
Cl 1.161 -5.026 2.933 -0.156
H -2.888 1.792 -2.153 0.421
H -1.443 -0.397 -3.352 0.461
N -0.076 -1.587 1.479 0.086
C -0.054 1.788 -2.443 -1.114
H 4.272 3.108 0.735 0.331
H 1.014 1.515 -2.465 0.354
C -1.215 -4.044 2.088 -0.259
H -3.239 0.726 -0.757 0.404
O -1.355 1.854 2.221 -0.158
H -2.499 2.328 -0.486 0.422
H -3.058 -3.106 1.397 0.386
H -2.119 -1.276 -1.933 0.387
C -0.747 1.203 1.490 0.165
O 1.201 2.945 1.307 -0.350
P -0.889 0.689 -1.234 1.035
H 1.775 -2.360 2.029 0.275
H -0.369 -1.373 -2.270 0.293
```

***

This record from OMol25 describes a structure of composition C37H32BrN4O2RhTe. The level of theory is wB97M-V/def2-TZVPD.

Output
Lowest unoccupied orbital energy (alpha / beta) (hartree): -0.197 / -0.315
HOMO level (alpha / beta) (eV): -12.640 / -12.614
Multiplicity: 5
<S²>: 6.0213
Gap between HOMO and LUMO (alpha / beta) (eV): 7.27 / 4.04
Total charge: +2
Relative energy (zero: lowest compared OMol25 entry of this formula, charge and spin) (eV): 0.000

```
78
Properties=species:S:1:pos:R:3:mulliken_charge:R:1
C -1.927 -1.047 1.342 1.498
Br -0.796 -0.101 -3.627 0.046
C -3.125 -2.991 -3.286 -0.447
C -1.875 -1.575 2.618 -0.613
H -1.333 -2.872 -0.418 0.381
C 2.806 -1.742 0.907 -0.012
C 2.159 -2.960 -4.023 -0.401
H 6.061 0.240 0.263 0.454
H -3.135 -3.482 -4.250 0.443
N 1.654 -0.650 -2.581 0.740
H -0.644 2.064 0.984 0.267
C 2.887 3.511 -4.274 -0.650
C 3.946 0.365 0.573 -0.496
H 3.603 3.741 -5.041 0.414
H 0.202 -2.624 -4.887 0.588
C 0.960 -2.285 -4.198 -0.750
H -5.596 3.414 2.116 0.421
H -5.581 1.096 2.959 0.441
H 4.046 -2.956 -2.980 0.493
C 2.503 2.335 -3.716 -0.534
H 3.512 -0.884 -1.724 0.907
N 1.392 1.578 0.478 -1.120
C -2.117 -3.275 -2.372 -0.684
C -2.340 1.848 3.530 -0.250
C -0.685 -2.156 4.769 -1.790
N 2.141 4.480 -3.654 -0.056
C -3.198 -1.170 0.562 -1.146
C -2.360 3.165 3.055 0.392
C 5.145 -0.310 0.430 -0.830
C -3.131 -1.759 -0.801 0.391
C 0.364 2.486 1.013 -0.197
C 2.809 -1.308 -2.428 -0.792
C 0.390 -0.891 2.871 -0.717
H 0.376 3.370 0.367 0.442
H -2.764 -2.070 2.992 0.549
C -4.146 -1.490 -1.713 -0.488
H 2.171 5.468 -3.849 0.214
C -3.515 1.125 3.515 -0.355
H -3.526 0.114 3.894 0.413
H 0.048 -2.964 4.805 0.382
Te -0.675 4.330 3.139 0.701
H -4.945 -0.818 -1.428 0.481
C 5.176 -1.699 0.525 -0.452
C -4.677 1.685 2.995 -0.431
C 1.345 3.885 -2.757 -0.459
H 1.702 3.354 2.515 0.504
H -3.547 4.778 2.221 0.369
C 0.347 -0.295 1.611 0.326
C -4.687 2.990 2.517 -0.662
C 4.009 -2.413 0.760 -0.976
H -1.652 -2.582 5.031 0.409
C 1.498 0.369 0.984 1.296
H 0.669 2.029 3.110 0.280
H -4.922 -1.885 -3.668 0.430
H 2.356 -3.864 -4.583 0.426
C -0.724 -1.525 3.410 0.248
O -0.882 0.120 -0.408 -1.012
H 2.845 1.340 -3.932 0.454
C -4.133 -2.093 -2.959 -0.730
H 3.910 1.444 0.518 0.403
H 1.893 -2.295 1.080 0.468
H -1.351 -3.998 -2.615 0.515
C 2.766 -0.348 0.810 0.050
O -4.247 -0.830 1.067 -0.608
H 0.637 4.419 -2.148 0.417
C 0.722 2.889 2.440 -0.883
C 3.099 -2.461 -3.132 -0.885
C -0.814 -0.374 0.802 1.164
H 4.039 -3.491 0.835 0.473
C 0.776 -1.137 -3.453 0.284
H -0.415 -1.436 5.542 0.364
N 1.536 2.579 -2.764 0.275
C -3.533 3.752 2.565 -0.595
H 1.316 -0.853 3.433 0.517
C -2.111 -2.647 -1.137 -0.017
H 6.117 -2.223 0.428 0.453
H -1.434 1.395 3.912 0.457
Rh 0.615 1.071 -1.485 0.396
```